1.
This record from the Open Molecules 2025 dataset describes a gas-phase ion, C8H17N2 (charge +1) at a distorted geometry. The level of theory is the ωB97M-V functional and the def2-TZVPD basis.

Structure (ORCA input):
```
! wB97M-V def2-TZVPD RIJCOSX def2/J DEFGRID3
* xyz 1 1
C 0.29111 0.14617 0.84080
C 0.26680 0.09305 -1.51570
C 0.79333 0.89650 -0.28612
C 0.19218 0.26309 2.32507
C 0.16949 2.33557 -0.41581
C 2.33300 1.09300 0.01159
C -1.55886 -1.55734 -1.82707
C -1.20562 -2.11187 1.10917
N -0.41378 -1.12994 -1.06394
N -0.57391 -1.06705 0.32601
H -0.33906 0.73373 -2.03524
H 0.97435 -0.27884 -2.12935
H 0.90322 -0.55708 2.84899
H -0.72304 0.06612 2.79847
H 0.52990 1.31560 2.54016
H 0.64633 3.02149 -1.23667
H 0.29923 2.78483 0.56891
H -0.89740 2.40212 -0.55139
H 2.72607 0.14763 -0.07298
H 2.58798 1.65089 0.89762
H 2.63106 1.72484 -0.85997
H -2.07166 -2.49334 -1.66671
H -2.36318 -0.74645 -1.58201
H -1.28668 -1.71042 -2.97796
H -1.33136 -1.57147 2.02005
H -0.51310 -2.99166 1.21681
H -2.06640 -2.45917 0.71724
*
```

Calculated values
**SMILES string**: CC1=[N+](C)N(C)CC1(C)C
**HOMO-LUMO gap (alpha / beta)**: 7.4 / 7.9 eV
**E**: -11541.2585 eV



2.
This record from the Open Molecules 2025 dataset describes a gas-phase ion, C8H17N2 (charge +1) at a distorted geometry. The level of theory is the ωB97M-V functional and the def2-TZVPD basis.

Structure (ORCA input):
```
! wB97M-V def2-TZVPD RIJCOSX def2/J DEFGRID3
* xyz 1 1
C -1.43509 -1.12291 -0.01525
C -0.42641 1.18746 0.61626
C -1.77642 1.22425 -0.08284
C 2.06311 -0.07393 1.48649
C 1.63695 -1.52439 -0.57802
C 2.69854 0.81583 -0.90538
C -3.68412 -0.33309 -0.39132
C 1.64149 -0.08758 0.02995
N 0.39765 0.40079 -0.24942
N -2.29293 -0.22110 -0.22264
H -1.42085 -2.15688 0.27548
H -0.15559 2.13541 0.83141
H -0.47743 0.78625 1.59648
H -2.59452 1.78757 0.50879
H -1.85051 1.68091 -1.12066
H 3.07361 -0.56612 1.57179
H 1.89114 0.85568 1.95203
H 1.34547 -0.84834 1.96705
H 1.32383 -2.24536 0.16448
H 2.56625 -1.86705 -0.92515
H 1.09267 -1.63893 -1.44152
H 2.85486 1.92700 -0.51279
H 3.68770 0.21603 -1.02852
H 2.12841 0.91709 -1.91545
H -4.13111 0.46971 -1.09314
H -4.25033 -0.40864 0.50232
H -3.90638 -1.30968 -1.02042
*
```

Calculated values
**HOMO-LUMO gap (alpha / beta)**: 8.7 / 7.8 eV
**E**: -11539.4077 eV



3.
This record from the Open Molecules 2025 dataset describes a molecular structure, C8H17N2O at a distorted geometry. The level of theory is the ωB97M-V functional and the def2-TZVPD basis.

Structure (ORCA input):
```
! wB97M-V def2-TZVPD RIJCOSX def2/J DEFGRID3
* xyz 1 1
C 1.11323 -2.70985 -0.49718
C 0.73195 -1.90739 -1.72681
C 1.52823 -1.65043 0.56598
C -1.14058 -0.51619 -0.46333
C 0.18934 -0.56273 -1.15550
C 1.23505 -0.28672 -0.04012
C 0.64495 0.70265 1.01096
C -2.61900 2.42565 0.88774
N -1.22097 0.54945 0.59301
N 0.84620 2.06500 0.50987
O -1.53443 1.85591 0.06580
H 0.39108 -3.31624 -0.13299
H 1.85566 -3.34789 -0.84563
H 1.57330 -1.90108 -2.33453
H -0.03939 -2.41521 -2.20404
H 0.99811 -1.64653 1.58664
H 2.65195 -1.86408 0.89774
H -2.14316 -0.38934 -0.97496
H -1.48493 -1.33287 0.19910
H 0.29345 0.34695 -1.92086
H 1.98696 0.25097 -0.58869
H 0.68272 0.66138 2.17366
H -3.59345 2.16791 0.52897
H -2.53924 3.44905 0.56725
H -2.79349 2.16772 1.90450
H 1.17906 2.66128 1.24922
H -0.25854 2.42658 0.41093
H 1.46595 2.11607 -0.26674
*
```

Calculated values
**HOMO-LUMO gap**: 10.6 eV
**E**: -13588.0720 eV



4.
This record from the Open Molecules 2025 dataset describes 2 unconnected molecules or ions with the total composition C8H17N2O3 at a distorted geometry. The level of theory is the ωB97M-V functional and the def2-TZVPD basis.

Structure (ORCA input):
```
! wB97M-V def2-TZVPD RIJCOSX def2/J DEFGRID3
* xyz -1 1
C -0.37326 1.66708 1.45211
C -1.28937 0.77945 0.92100
N -0.97083 -0.48825 0.36961
C 0.25204 -0.45389 -0.44437
C 1.57630 -0.62008 0.34731
C 1.79033 -2.11204 0.79204
C 2.72858 -0.14504 -0.61844
C -2.13793 -0.88453 -0.46540
N -2.56189 0.21629 -1.38760
C -3.33772 -1.39679 0.40064
O -3.54091 -2.62530 0.39218
O -4.04942 -0.62243 1.08663
H 0.26001 1.32628 2.29890
H -0.25589 2.71300 1.14038
H -2.35629 1.07109 0.97849
H 0.19352 -1.32989 -1.13546
H 0.28078 0.44480 -1.10947
H 1.65243 0.00853 1.25021
H 1.11419 -2.80753 0.26198
H 1.54287 -2.17954 1.87489
H 2.86357 -2.36633 0.65427
H 2.45567 0.87744 -0.96766
H 2.75240 -0.80111 -1.51387
H 3.70893 -0.10768 -0.09957
H -1.87784 -1.73463 -1.13467
H -3.52354 0.02807 -1.66387
H -1.99385 0.18113 -2.23396
O 1.38669 3.59994 -0.32995
H 2.23297 3.78076 0.09404
H 1.47744 3.98118 -1.21039
*
```

Calculated values
**HOMO-LUMO gap**: 6.2 eV
**E**: -17692.9985 eV



5.
This record from the Open Molecules 2025 dataset describes a gas-phase ion, C8H17N2S (charge +1) at a distorted geometry. The level of theory is the ωB97M-V functional and the def2-TZVPD basis.

Structure (ORCA input):
```
! wB97M-V def2-TZVPD RIJCOSX def2/J DEFGRID3
* xyz 1 1
C -1.88867 1.16625 0.08536
C -0.78601 1.47694 0.73417
C 1.80113 -0.27040 -1.02242
C 2.75786 0.73409 -0.46707
C -3.77290 -0.51158 -0.02325
C 0.84474 -2.09781 0.38362
C -3.15061 0.70548 0.61618
C 0.53315 1.60891 -0.03858
N 1.48779 0.54498 0.12489
N 2.01723 -1.68580 -0.52044
S 4.08619 0.23277 0.62182
H -1.67684 1.13428 -0.95815
H -0.74824 1.63907 1.75682
H 1.30677 -0.04990 -2.02520
H 2.87727 1.59576 -1.09404
H -3.54234 -0.63123 -1.04514
H -3.44758 -1.40869 0.37356
H -4.86210 -0.76128 -0.02475
H -0.01785 -2.59208 -0.04982
H 1.26453 -2.75781 1.15905
H 0.55268 -1.20246 1.03270
H -3.06841 0.47249 1.73693
H -3.87170 1.56124 0.67895
H 0.96793 2.59055 0.38122
H 0.25680 1.70421 -1.08573
H 2.20425 -2.43822 -1.22882
H 2.83968 -1.53214 0.07937
H 5.03526 0.77238 -0.18123
*
```

Calculated values
**SMILES string**: CC/C=C/CN1[C@H]([NH2+]C)[C@@H]1S
**HOMO-LUMO gap**: 9.6 eV
**E**: -22377.5458 eV



6.
This record from the Open Molecules 2025 dataset describes 2 unconnected molecules or ions with the total composition C8H17N4 at a distorted geometry. The level of theory is the ωB97M-V functional and the def2-TZVPD basis.

Structure (ORCA input):
```
! wB97M-V def2-TZVPD RIJCOSX def2/J DEFGRID3
* xyz 1 1
C 0.83089 2.13522 0.75058
C -1.12766 -1.60790 -1.26147
C 1.13275 1.94048 2.18100
C 0.81512 0.45048 2.35552
C 1.01549 3.41411 0.01792
C 1.83556 -0.60114 2.97524
C -1.86971 -3.91540 -1.21504
C -0.89309 0.10717 -3.06618
N 0.26408 1.06685 0.24307
N 0.25953 0.01988 1.08698
N -1.84934 -2.59532 -1.77863
N -0.60657 -0.51711 -1.78731
H 2.12932 2.28975 2.41628
H 0.29248 2.40885 2.85043
H -0.05312 0.31955 2.93596
H 1.30242 3.31927 -1.01083
H 1.82462 3.99480 0.29792
H 0.07410 4.02234 -0.27281
H 2.61850 -0.68203 2.26606
H 1.27866 -1.53743 3.06428
H 2.33372 -0.11114 3.78539
H -2.74899 -4.22035 -0.77497
H -1.64408 -4.67105 -1.86219
H -1.28925 -4.13225 -0.38083
H -0.29884 0.99195 -3.19110
H -1.89909 0.21989 -3.38819
H -0.56527 -0.66343 -3.87557
H -2.47939 -2.24282 -2.43996
H -0.10919 0.27133 -1.17815
*
```

Calculated values
**HOMO-LUMO gap (alpha / beta)**: 6.6 / 9.4 eV
**E**: -14520.0176 eV



7.
This record from the Open Molecules 2025 dataset describes a gas-phase ion, C8H17N4OS (charge +1) at a distorted geometry. The level of theory is the ωB97M-V functional and the def2-TZVPD basis.

Structure (ORCA input):
```
! wB97M-V def2-TZVPD RIJCOSX def2/J DEFGRID3
* xyz 1 1
C -0.85580 0.13233 -0.25962
C -0.23061 -0.68701 -1.32506
C 0.79033 1.76499 -0.58000
C -1.77358 -1.85718 0.63976
C -3.31097 0.03942 0.06219
C -1.68322 0.29631 2.01846
C 4.31333 -0.42607 0.41134
C -1.92504 -0.32581 0.59430
N -0.30315 1.24792 -0.05205
N 1.16461 -0.95861 -1.36057
N 1.85756 -0.02601 -0.64810
N 0.72961 2.30091 -1.82794
O -1.00696 -1.15584 -2.10348
S 2.51119 -0.53219 0.75761
H 1.45313 2.26722 0.04566
H -2.49454 -2.26623 1.29256
H -1.79515 -2.48823 -0.32935
H -0.77136 -2.23203 0.94775
H -4.03133 -0.59252 0.48570
H -3.23603 -0.29168 -1.02321
H -3.51036 1.07301 0.19099
H -2.36918 -0.19514 2.58236
H -1.95976 1.37575 1.93861
H -0.69487 0.19609 2.34581
H 4.46051 0.61041 0.27358
H 4.58407 -0.89214 -0.51076
H 4.85969 -1.04137 1.13966
H 1.45084 -1.07497 -2.34310
H -0.10118 2.00891 -2.43262
H 2.48999 0.78370 1.22554
H 1.38823 2.94609 -2.15603
*
```

Calculated values
**HOMO-LUMO gap**: 8.8 eV
**E**: -27404.1700 eV



8.
This record from the Open Molecules 2025 dataset describes a single C8H17NO2S molecule at a distorted geometry. The level of theory is the ωB97M-V functional and the def2-TZVPD basis.

Structure (ORCA input):
```
! wB97M-V def2-TZVPD RIJCOSX def2/J DEFGRID3
* xyz 0 1
C 0.91201 0.82576 0.00450
C 0.28933 0.80398 -1.40380
C -1.91143 0.11330 -0.26645
C 1.28146 -0.45944 0.55300
C -0.97229 -0.05663 -1.44552
C -1.74214 0.30194 -2.74506
C -0.59825 -1.57170 -1.33145
C 2.32178 0.91588 3.04172
N -2.93788 -0.53257 0.03672
O 1.65582 -1.73293 2.90605
O -0.12657 -0.03037 2.73252
S 1.36137 -0.51308 2.20461
H 1.76674 1.55650 0.01475
H 0.23671 1.33158 0.64162
H 0.25612 1.82914 -1.75571
H 1.12619 0.36455 -2.03334
H -1.63559 0.98475 0.45424
H 2.10790 -1.10535 0.30396
H -2.76700 -0.08142 -2.85993
H -1.14505 -0.23498 -3.57688
H -1.76026 1.31033 -2.79563
H 0.42049 -1.66927 -1.52832
H -1.14721 -2.14670 -1.98057
H -0.70963 -1.88113 -0.25398
H 1.93001 1.83599 2.67564
H 2.40388 0.74000 4.05795
H 3.33174 0.94386 2.50193
H -0.85593 -0.55564 2.43108
H -3.09233 -1.28635 -0.58363
*
```

Calculated values
**SMILES string**: [H]/N=C\C(C)(C)CCC=[S@](C)(=O)O
**HOMO-LUMO gap**: 8.7 eV
**E**: -24987.5102 eV